a:
Molecular formula: C17H20N2O2S
Method: DFT, ωB97M-V/def2-TZVPD

Summary:
frontier orbital gap: 8.6 eV
E_LUMO: 0.411 eV

Positions of all 42 atoms, in Å:
1 C -2.246 -2.790 1.335
2 C -0.863 -2.441 0.553
3 C 0.267 -1.957 1.249
4 C 1.351 -1.774 0.611
5 C 1.388 -1.968 -0.898
6 C 0.194 -2.261 -1.430
7 C -1.014 -2.623 -0.664
8 H -1.806 -2.782 -1.531
9 H 0.259 -2.193 -2.653
10 S 2.920 -1.496 -1.615
11 C 3.514 0.018 -0.541
12 N 4.643 -0.378 -0.141
13 C 5.366 0.230 0.623
14 C 4.803 1.729 1.076
15 C 3.547 1.939 0.342
16 C 2.855 1.011 -0.240
17 C 1.653 1.219 -0.961
18 H 1.467 0.803 -1.888
19 H 1.649 2.567 -1.265
20 O 0.534 1.037 -0.018
21 C -0.730 1.365 -0.617
22 O -1.015 2.154 -1.335
23 N -1.595 0.994 0.399
24 H -1.298 0.276 1.196
25 C -3.033 1.190 -0.065
26 C -3.343 2.515 0.242
27 H -4.495 2.410 0.168
28 H -3.066 3.086 1.164
29 H -3.035 2.999 -0.450
30 C -3.457 0.355 -1.067
31 H -3.034 1.042 -2.020
32 H -4.605 0.423 -1.347
33 H -3.152 -0.607 -1.172
34 H -3.506 0.353 0.995
35 H 3.058 2.845 0.663
36 H 5.330 2.540 1.726
37 H 6.332 0.117 0.959
38 H 2.163 -1.441 1.481
39 H 0.045 -1.957 2.372
40 H -3.262 -2.176 0.869
41 H -2.380 -3.943 1.358
42 H -2.407 -2.429 2.538

b:
Molecular formula: C17H20N2O2S
Method: DFT, ωB97M-V/def2-TZVPD

Summary:
frontier orbital gap: 7.9 eV
SMILES string: OCCNC[C@@H](O)CN1c2ccccc2Sc2ccccc21
E_LUMO: 0.684 eV

Positions of all 42 atoms, in Å:
1 O 6.465 0.447 -0.193
2 H 6.517 1.369 0.083
3 C 5.801 -0.290 0.807
4 C 4.358 0.203 1.010
5 N 3.558 0.130 -0.201
6 H 4.137 0.443 -0.974
7 C 2.989 -1.183 -0.488
8 C 1.489 -1.183 -0.120
9 O 1.292 -0.840 1.225
10 H 1.604 0.067 1.340
11 C 0.746 -0.201 -1.050
12 N -0.616 -0.002 -0.614
13 C -1.466 -1.098 -0.471
14 C -1.312 -2.243 -1.251
15 C -2.153 -3.331 -1.096
16 C -3.184 -3.296 -0.176
17 C -3.371 -2.157 0.588
18 C -2.517 -1.077 0.448
19 S -2.760 0.327 1.501
20 C -2.138 1.585 0.420
21 C -2.649 2.866 0.536
22 C -2.151 3.890 -0.251
23 C -1.162 3.612 -1.176
24 C -0.667 2.326 -1.311
25 C -1.128 1.289 -0.500
26 H 0.082 2.129 -2.062
27 H -0.773 4.396 -1.809
28 H -2.539 4.891 -0.144
29 H -3.423 3.053 1.265
30 H -4.165 -2.102 1.316
31 H -3.839 -4.144 -0.051
32 H -1.998 -4.209 -1.706
33 H -0.528 -2.288 -1.990
34 H 0.809 -0.551 -2.089
35 H 1.270 0.753 -0.974
36 H 1.088 -2.195 -0.220
37 H 3.086 -1.420 -1.550
38 H 3.485 -1.976 0.084
39 H 3.880 -0.381 1.797
40 H 4.386 1.254 1.323
41 H 5.802 -1.324 0.454
42 H 6.347 -0.245 1.759

Verdict on stability: a comes out at the bottom.

a:
Molecular formula: H80O40
Method: DFT, ωB97M-V/def2-TZVPD

Summary:
frontier orbital gap: 9.7 eV
E_LUMO: -0.563 eV

Positions of all 120 atoms, in Å:
1 H 1.193 4.536 -0.351
2 H 1.639 3.642 0.955
3 O 1.280 4.490 0.612
4 H -1.814 -4.814 4.559
5 H -3.220 -4.476 4.252
6 O -2.309 -4.153 4.064
7 H -1.271 2.342 -6.314
8 H -0.167 2.823 -5.666
9 O -1.185 2.963 -5.464
10 H 0.806 -2.833 -3.809
11 H 0.158 -1.670 -3.585
12 O -0.131 -2.587 -3.677
13 H 0.567 -0.543 3.058
14 H -0.644 -1.801 2.682
15 O 0.122 -1.380 3.160
16 H 1.989 -5.750 2.474
17 O 2.814 -5.473 2.012
18 H -0.545 -2.480 6.377
19 O -0.938 -1.586 6.255
20 H 2.353 -0.288 1.897
21 H 2.218 1.008 2.683
22 O 2.230 0.094 2.773
23 H -5.865 0.828 3.694
24 H -6.138 0.636 2.039
25 O -5.635 0.560 2.829
26 H 1.915 3.514 -5.312
27 H 1.362 2.843 -3.929
28 O 1.966 2.863 -4.658
29 H -4.662 -5.068 0.516
30 H -4.374 -4.315 -0.851
31 O -4.093 -4.986 -0.235
32 H -1.862 -0.490 -4.292
33 O -1.387 0.040 -3.682
34 H 4.138 -0.458 -3.686
35 H 5.612 0.200 -3.621
36 O 5.019 -0.475 -3.152
37 H -1.283 3.369 1.276
38 H -2.082 4.388 1.901
39 O -1.656 3.617 2.150
40 H 2.534 -2.050 -5.115
41 H 3.060 -2.681 -3.737
42 O 3.244 -1.890 -4.467
43 H -4.727 3.130 0.879
44 H -5.082 3.020 2.201
45 O -5.597 3.107 1.351
46 H 0.411 -3.011 0.348
47 H -0.771 -4.119 0.391
48 O -0.364 -3.346 -0.111
49 H -6.560 0.189 -0.527
50 H -6.272 1.609 0.124
51 O -6.060 0.662 0.201
52 H 3.412 1.852 -0.259
53 O 2.623 2.122 0.191
54 H -2.274 -2.044 2.026
55 H -2.255 -2.799 0.653
56 O -2.730 -2.087 1.140
57 H -2.848 3.568 -2.093
58 O -2.535 2.734 -2.507
59 H 3.628 -3.390 0.267
60 H 3.277 -4.796 0.296
61 O 3.388 -4.086 -0.322
62 H -0.306 0.270 1.746
63 H -0.738 1.432 2.461
64 O 0.058 1.067 2.125
65 H 5.113 -1.795 3.141
66 H 5.756 -2.002 1.686
67 O 5.612 -2.518 2.540
68 H 0.176 2.587 4.459
69 H 0.837 2.500 3.106
70 O 0.963 2.263 3.997
71 H -0.745 -0.631 -1.080
72 H -2.106 0.047 -1.394
73 O -1.238 0.176 -0.871
74 H -0.021 5.052 -3.156
75 H -1.015 5.911 -3.442
76 O -0.492 5.750 -2.664
77 H -6.172 -2.506 1.343
78 H -4.713 -2.968 1.748
79 O -5.496 -3.246 1.369
80 H 2.062 -2.359 3.045
81 H 3.468 -3.085 3.024
82 O 2.792 -2.672 2.600
83 H 2.714 3.971 -1.958
84 H 3.252 2.540 -2.359
85 O 3.473 3.357 -1.845
86 H -0.628 2.332 -3.354
87 H 0.447 1.283 -2.970
88 O 0.277 2.231 -2.979
89 H 3.826 2.147 3.081
90 O 4.597 1.636 3.395
91 H -3.951 1.550 3.376
92 H -3.122 2.600 2.651
93 O -3.976 2.452 3.302
94 H 1.973 2.506 -0.352
95 H 3.260 -5.004 2.701
96 H -2.201 2.377 -1.662
97 H -0.852 -1.394 5.346
98 H -2.213 0.322 -3.127
99 H 4.490 0.709 3.337
100 O 2.420 -3.979 -2.604
101 H 2.050 -3.691 -1.770
102 H 3.300 -4.342 -2.307
103 O 2.461 -1.755 -1.596
104 H 2.522 -1.795 -0.631
105 H 3.430 -1.954 -1.779
106 O -0.955 2.732 -0.586
107 H -0.673 1.737 -0.380
108 H -0.657 2.640 -1.500
109 O 5.301 1.611 -1.064
110 H 6.202 1.617 -0.859
111 H 5.024 2.588 -1.082
112 O 4.136 -0.619 0.102
113 H 3.553 0.035 0.337
114 H 4.812 -0.113 -0.429
115 O -2.673 0.917 1.792
116 H -3.212 1.028 0.988
117 H -2.696 -0.018 1.764
118 O -4.322 -0.269 -3.551
119 H -4.696 -0.730 -4.343
120 H -4.111 0.646 -3.731

b:
Molecular formula: H80O40
Method: DFT, ωB97M-V/def2-TZVPD

Summary:
frontier orbital gap: 10.4 eV
E_LUMO: -0.341 eV

Positions of all 120 atoms, in Å:
1 H -5.090 -1.659 2.034
2 H -5.417 -1.748 3.493
3 O -5.113 -1.126 2.831
4 H -2.740 4.873 2.498
5 H -4.018 4.377 3.063
6 O -3.575 4.525 2.198
7 H 1.364 -3.809 -2.532
8 H 2.447 -2.784 -2.144
9 O 1.687 -2.905 -2.661
10 H -2.436 1.607 3.719
11 H -3.525 1.952 4.848
12 O -2.971 1.235 4.473
13 H -1.434 3.872 -2.163
14 H -2.877 3.508 -1.619
15 O -2.034 4.041 -1.436
16 H 3.673 1.167 1.684
17 O 4.116 2.051 1.747
18 H -0.099 -3.077 1.378
19 O 0.421 -2.681 2.110
20 H -1.131 -5.384 -4.320
21 H -1.029 -4.815 -2.826
22 O -0.883 -5.629 -3.412
23 H 2.013 2.982 2.916
24 H 0.843 2.488 2.317
25 O 1.535 2.141 2.893
26 H -0.078 -2.595 -3.336
27 H -0.984 -1.512 -3.435
28 O -1.013 -2.529 -3.235
29 H -4.791 -1.450 -0.640
30 H -4.169 0.127 -0.554
31 O -4.163 -0.791 -0.931
32 H -3.128 -0.165 -4.897
33 O -2.871 0.698 -4.570
34 H -0.851 4.229 2.298
35 H -0.481 5.577 2.858
36 O -1.059 4.829 3.064
37 H -2.381 -0.739 3.108
38 H -1.506 -0.588 4.186
39 O -1.494 -1.058 3.322
40 H 2.128 -0.662 0.924
41 H 2.742 -0.061 -0.354
42 O 2.861 -0.066 0.652
43 H 5.053 2.122 -3.258
44 H 5.980 1.449 -2.211
45 O 5.449 1.230 -3.088
46 H -2.575 0.063 1.046
47 H -1.269 0.656 1.382
48 O -2.183 0.925 1.383
49 H 2.915 4.612 2.183
50 H 1.930 4.694 3.417
51 O 2.907 4.515 3.236
52 H -2.452 -2.511 1.898
53 O -3.235 -2.476 1.323
54 H 1.643 6.169 -1.344
55 H 0.571 5.430 -2.213
56 O 0.799 5.669 -1.331
57 H 2.905 -0.722 4.407
58 O 2.341 -1.471 4.735
59 H 1.884 -1.590 -4.427
60 H 3.526 -2.118 -4.412
61 O 2.825 -1.512 -4.731
62 H 1.731 -6.049 -1.317
63 H 2.453 -5.139 -0.527
64 O 2.465 -5.443 -1.458
65 H 5.045 -3.606 -0.989
66 H 5.651 -2.578 -2.000
67 O 5.279 -3.442 -1.893
68 H 0.816 4.257 0.188
69 H 1.704 3.380 0.999
70 O 1.348 4.306 1.023
71 H 1.910 1.179 -5.463
72 H 1.960 0.573 -4.249
73 O 1.262 1.081 -4.669
74 H -3.013 1.941 -1.277
75 H -4.160 2.003 -2.317
76 O -3.476 1.418 -1.971
77 H 1.388 -4.269 1.989
78 H 1.861 -5.762 2.058
79 O 1.570 -5.075 1.427
80 H -1.792 3.630 0.384
81 H -1.660 2.867 1.825
82 O -1.286 3.057 0.976
83 H -4.735 4.553 -1.422
84 H -5.229 3.231 -0.574
85 O -4.689 3.623 -1.254
86 H 3.565 0.748 -2.229
87 H 3.627 1.510 -0.824
88 O 3.049 1.349 -1.572
89 H 3.933 -3.116 1.699
90 O 3.876 -3.084 0.773
91 H -2.983 -3.547 -0.513
92 H -2.173 -2.961 -1.686
93 O -2.267 -3.712 -1.076
94 H -2.808 -2.306 0.453
95 H 3.696 2.332 2.622
96 H 1.879 -1.730 3.963
97 H -0.272 -2.335 2.702
98 H -3.443 1.475 -4.578
99 H 3.445 -3.947 0.583
100 O -0.382 -5.075 4.120
101 H -0.117 -4.130 4.302
102 H -0.407 -5.293 3.189
103 O -4.937 1.691 2.131
104 H -4.643 1.983 2.994
105 H -5.394 0.832 2.226
106 O -0.773 -1.528 -0.214
107 H -0.453 -1.639 -1.168
108 H -0.223 -0.932 0.243
109 O -0.244 -6.755 0.560
110 H -1.114 -6.505 0.238
111 H 0.077 -6.371 1.336
112 O 0.968 3.472 -2.943
113 H 1.489 2.800 -2.441
114 H 1.398 3.818 -3.741
115 O 5.277 3.138 -0.419
116 H 4.867 2.737 0.419
117 H 4.588 3.815 -0.333
118 O -0.184 -0.335 -2.551
119 H -0.010 0.186 -3.348
120 H -0.813 0.091 -1.954

Verdict on stability: a comes out at the bottom.